Record 1
17
Properties=species:S:1:pos:R:3 method="wB97M-V/def2-TZVPD" homo_ev=-9.26 energy_ev=-8429.5390 total_charge=0 e_above_lowest_kcal_mol=39.2 gap_ev=10.408
C -2.2393 -0.6302 -0.6041
C -0.7842 -1.0048 -0.3312
C -0.1239 -0.0745 0.6707
O 1.0572 -0.6459 1.2909
C 1.7965 0.5315 0.9883
C 1.9363 0.6953 -0.4839
C 0.6719 1.1459 0.2101
H -2.3281 0.3972 -0.9763
H -2.8392 -0.7072 0.3102
H -2.6845 -1.2941 -1.3519
H -0.2074 -1.0071 -1.2641
H -0.7298 -2.0213 0.0762
H -0.8356 0.2046 1.4611
H 2.4646 0.9279 1.7466
H 2.5830 1.5048 -0.8130
H 1.9465 -0.1916 -1.1147
H 0.3160 2.1696 0.1852


Record 2
28
Properties=species:S:1:pos:R:3 method="wB97M-V/def2-TZVPD" homo_ev=-9.03 smiles="C=CCC(=C)CCC.O.O" energy_ev=-12679.4930 total_charge=0 e_above_lowest_kcal_mol=96.9 gap_ev=9.733
C 2.8840 0.9398 -0.8501
C 2.6536 0.0449 0.1235
C 1.2386 -0.0199 0.6597
C 0.4818 -1.1520 -0.1892
C 0.6268 -0.8936 -1.4819
C -0.2188 -2.4222 0.3303
C -1.7076 -2.1095 0.1932
C -2.0179 -0.8837 1.1846
H 3.8999 1.0430 -1.3023
H 2.2976 1.5569 -1.5132
H 3.4659 -0.4508 0.5943
H 1.2725 -0.4351 1.6839
H 0.6146 0.8314 0.6143
H 0.5552 -1.7090 -2.1601
H 1.1225 -0.0329 -2.0819
H -0.1158 -2.6640 1.4318
H 0.1784 -3.2767 -0.2932
H -2.5045 -2.8843 0.4040
H -2.0171 -1.8788 -0.8764
H -3.0680 -0.8207 1.5769
H -1.5219 -1.1376 2.1466
H -1.7434 0.0599 0.8527
O -0.7235 2.6388 -1.2267
H 0.1992 2.3724 -0.9412
H -1.2012 1.9753 -1.5951
O -1.9561 2.4156 1.1881
H -1.4080 2.7130 0.4693
H -2.2326 3.2795 1.4783


Record 3
16
Properties=species:S:1:pos:R:3 method="wB97M-V/def2-TZVPD" homo_ev=-13.81 smiles="[NH3+][C@]1(S)C=NC=NC1" energy_ev=-19573.6738 total_charge=+1 e_above_lowest_kcal_mol=82.6 gap_ev=9.567
N -1.7316 -0.6870 -0.5981
C -0.4758 -0.0237 0.0015
S -1.0586 0.8603 1.5512
C 0.0832 0.9078 -0.9437
N 1.2009 1.5243 -0.6901
C 1.8885 1.1888 0.4120
N 1.9386 -0.0813 0.6745
C 0.8813 -0.8674 0.2205
H -2.2600 -1.3972 0.0708
H -1.5360 -1.1995 -1.4295
H -2.5699 0.0565 -0.7728
H -0.3383 -0.0507 2.2432
H -0.3297 0.9666 -1.9078
H 2.5997 1.8301 0.9133
H 0.6359 -1.5880 1.0369
H 1.0720 -1.4395 -0.7818


Record 4
47
Properties=species:S:1:pos:R:3 method="wB97M-V/def2-TZVPD" homo_ev=-7.64 energy_ev=-56865.3988 total_charge=0 e_above_lowest_kcal_mol=51.2 gap_ev=6.885
Sr -0.4192 0.4342 -0.3431
N -3.6016 1.0959 1.3343
C -3.8801 0.9352 0.0256
N -5.1623 0.8392 -0.3055
C -5.3937 0.7272 -1.6101
N -6.6688 0.6129 -2.0090
N -4.4511 0.7162 -2.5728
C -3.2126 0.7903 -2.1341
N -2.8467 0.8904 -0.8489
C -2.1201 0.7810 -3.1593
C -2.3722 1.1124 -4.4780
C -1.3046 1.1306 -5.3662
C -0.0358 0.8117 -4.9136
C 0.1250 0.4708 -3.5797
N -0.8977 0.4569 -2.7253
H -4.3613 1.0393 1.9887
H -2.6600 1.0133 1.6592
H -7.3981 0.5869 -1.3210
H -6.8655 0.4860 -2.9834
H -3.3819 1.3478 -4.7819
H -1.4639 1.3998 -6.4028
H 0.8186 0.8274 -5.5758
H 1.0936 0.2144 -3.1579
O 3.3821 0.8499 0.5492
S 1.9803 0.6866 0.2723
O 1.6670 -0.4829 -0.6201
O 1.1288 0.4711 1.4934
O 1.3479 1.8651 -0.4122
S 0.5048 -2.4034 3.7287
C 1.6512 -1.1881 4.0300
N 2.9492 -1.3727 3.7506
C 3.9511 -0.2974 3.7658
C 3.5882 0.7198 4.8310
C 2.1512 1.1563 4.6080
N 1.3007 -0.0366 4.6454
H 3.1273 -2.1527 3.1419
H 3.9892 0.1791 2.7898
H 4.9213 -0.7463 3.9757
H 4.2585 1.5759 4.7545
H 3.6868 0.2822 5.8264
H 2.0596 1.6479 3.6378
H 1.8177 1.8352 5.3907
H 0.3078 0.0987 4.6911
N -1.3439 -1.5467 1.0873
H -0.7441 -1.4959 1.9323
H -0.9057 -2.2837 0.5372
H -2.2252 -1.9245 1.4078


Record 5
86
Properties=species:S:1:pos:R:3 method="wB97M-V/def2-TZVPD" homo_ev="-6.38 / -6.72" multiplicity=5 energy_ev=-124378.9727 total_charge=0 e_above_lowest_kcal_mol=60.2 gap_ev="6.141 / 5.064" s2=6.12
Cr 0.4316 0.6661 0.2641
C 4.2802 -1.4839 1.1349
C 3.4250 -0.5752 0.5036
N 2.2894 -0.1559 1.0361
C 2.0188 -0.6150 2.2957
C 2.8105 -1.5258 3.0218
C 3.9767 -1.9820 2.3801
C 2.3998 -1.8684 4.3360
C 1.3146 -1.2634 4.9212
C 0.5596 -0.2869 4.2427
C -0.6373 0.3930 4.7141
C -1.1386 1.4318 4.0314
C -0.3663 1.9453 2.8432
N 0.2353 0.8420 2.1369
C 0.9006 -0.0169 2.9196
H 5.1854 -1.7893 0.6274
H 3.6798 -0.1940 -0.4755
H 4.6356 -2.6846 2.8745
H 2.9613 -2.6251 4.8691
H 1.0267 -1.5358 5.9298
H -1.1329 0.0211 5.6029
H -2.0437 1.9467 4.3323
H 0.4487 2.6043 3.2144
Cl -2.2368 3.4946 -5.3962
C -2.0290 2.6797 -3.8745
C -3.1158 2.5144 -3.0548
C -2.9792 1.8517 -1.8343
I -4.6151 1.6697 -0.5388
C -1.7557 1.3488 -1.3945
O -1.5689 0.7192 -0.2808
C -0.6263 1.5771 -2.2448
N 0.5574 1.1326 -1.7423
C 1.6364 1.2980 -2.4868
C 1.6122 1.9154 -3.7392
C 0.4313 2.3846 -4.2528
C -0.7491 2.2223 -3.4974
H -4.0758 2.9098 -3.3547
H 2.5638 0.9353 -2.0636
H 2.5344 2.0363 -4.2903
H 0.3862 2.8853 -5.2094
S -1.4090 4.4947 2.2950
C -1.0736 2.7651 1.7483
N -0.1859 2.8035 0.6207
C 0.2773 4.0188 0.3529
C 1.2286 4.3400 -0.6428
C 1.5913 5.6497 -0.8399
C 1.0474 6.6795 -0.0605
C 0.1277 6.3985 0.9392
C -0.2538 5.0860 1.1429
H -2.0272 2.3001 1.4830
H 1.6644 3.5455 -1.2301
H 2.3244 5.8858 -1.5998
H 1.3545 7.7014 -0.2355
H -0.2765 7.1860 1.5600
C -0.9572 -2.7375 -3.1641
C -0.1304 -3.0737 -1.9243
C -0.3895 -4.5195 -1.5278
O -0.5866 -2.1965 -0.8808
B 0.3625 -1.2605 -0.5926
O 1.5107 -1.4879 -1.3361
C 1.3952 -2.7242 -2.0677
C 1.8797 -2.4667 -3.4899
C 2.3379 -3.7156 -1.3851
H -2.0065 -2.9051 -2.9232
H -0.6741 -3.3708 -4.0053
H -0.8463 -1.6874 -3.4369
H -1.4629 -4.6993 -1.4788
H 0.0297 -4.7436 -0.5495
H 0.0442 -5.1919 -2.2696
H 1.2418 -1.7447 -3.9958
H 1.9188 -3.3920 -4.0653
H 2.8848 -2.0460 -3.4335
H 2.0589 -3.8454 -0.3395
H 3.3469 -3.3031 -1.4166
H 2.3402 -4.6823 -1.8879
C -5.0386 -3.0946 2.4318
N -3.5986 -3.2016 2.5186
C -2.7240 -2.3579 1.9265
N -3.2195 -1.4457 1.0927
S -1.0869 -2.4901 2.2625
H -5.4832 -3.7764 3.1520
H -5.4046 -3.3663 1.4366
H -5.3700 -2.0785 2.6648
H -3.1910 -3.8697 3.1462
H -4.1997 -1.4166 0.8732
H -2.6013 -0.7865 0.6310


Record 6
63
Properties=species:S:1:pos:R:3 method="wB97M-V/def2-TZVPD" homo_ev=0.65 energy_ev=-136179.7047 total_charge=-2 e_above_lowest_kcal_mol=24.2 gap_ev=3.337
Ca 0.4597 0.4297 -0.4939
O -0.5301 -1.3643 -5.3404
C -1.3777 -1.4546 -4.2583
C -1.1943 -0.2958 -3.2190
O 0.0987 -0.0611 -2.6903
H -1.2657 -2.4678 -3.8203
H -2.4220 -1.4235 -4.6479
H -1.8281 -0.4984 -2.3200
H -1.5080 0.6574 -3.6800
C 5.0349 -0.1969 -1.0245
F 5.3112 0.1314 0.2301
F 6.1364 -0.2131 -1.7605
F 4.5184 -1.4110 -1.0625
S 3.7588 1.0533 -1.7309
O 4.5001 2.2098 -2.1733
O 3.0720 0.2777 -2.7377
N 2.5540 1.3159 -0.5458
S 3.0290 2.5881 0.2155
O 4.3329 2.5277 0.8338
O 2.6671 3.8181 -0.4742
C 1.8251 2.6282 1.6721
F 1.5566 3.8686 2.0247
F 0.6808 2.0300 1.2561
F 2.2804 1.9271 2.6910
C -0.8776 -3.7960 -0.3011
F -1.6467 -3.0881 -1.1144
F -1.4777 -3.7611 0.9262
F -0.7344 -5.0899 -0.6042
S 0.8902 -3.0746 -0.1200
O 1.6349 -4.0599 0.6261
O 1.3631 -2.8899 -1.4656
N 0.7319 -1.5308 0.5660
S 0.7387 -1.5825 2.1730
O 0.2630 -0.3311 2.7228
O 0.2050 -2.7678 2.7747
C 2.5658 -1.5209 2.6738
F 3.1239 -2.7145 2.5610
F 3.2316 -0.6316 1.9777
F 2.5982 -1.2090 3.9664
C -3.3933 -1.2963 4.0274
O -3.0499 -0.3443 3.0677
C -3.6047 -0.5390 1.7823
C -2.5492 -0.6183 0.7147
N -1.7040 0.6205 0.5985
C -2.4616 1.6005 -0.2275
C -1.6676 2.8428 -0.5763
O -0.4410 2.5212 -1.1929
C -0.0560 3.4988 -2.1651
H -3.1708 -0.8597 5.0005
H -2.8558 -2.2497 3.9521
H -4.4471 -1.6071 4.0263
H -4.3215 0.2579 1.5418
H -4.2250 -1.4407 1.7412
H -2.9759 -0.9622 -0.2257
H -1.8191 -1.3529 1.0568
H -1.6284 0.8278 1.5955
H -3.3495 1.9300 0.3255
H -2.7834 1.0982 -1.1400
H -1.5926 3.4781 0.3159
H -2.3424 3.3983 -1.2392
H -0.5473 3.1876 -3.0897
H 1.0175 3.4670 -2.3230
H -0.3318 4.5128 -1.8730